Record 1
ORCA calculation (ωB97M-V with the def2-TZVPD basis set) on C13H25BrCuN2O5 as an isolated structure at a distorted geometry.

Last column: Löwdin spin population.
CARTESIAN COORDINATES (ANGSTROEM)
1 Cu -1.502 -0.212 3.014  0.000
2 C 0.517 -1.760 -0.597  0.014
3 C -0.341 -0.647 -1.349  0.021
4 C 0.623 0.598 -1.721  0.000
5 C 1.271 0.593 -3.068  0.000
6 C 0.323 0.125 -4.215  0.000
7 C -0.425 -1.195 -3.888  0.022
8 N -1.104 -1.090 -2.532  0.295
9 O -1.813 -2.302 -2.286  0.624
10 C 0.654 -2.320 -3.972  0.012
11 C -1.427 -1.343 -5.042  0.000
12 C -1.339 0.005 -0.391  0.005
13 H -0.215 -2.533 -0.362  0.002
14 H 0.950 -1.383 0.330  0.001
15 H 1.183 -2.146 -1.368  0.000
16 H 1.389 0.648 -0.947  0.000
17 H -0.009 1.486 -1.739  0.000
18 H 2.161 -0.033 -3.012  0.000
19 H 1.791 1.550 -3.112  0.000
20 H 0.946 -0.129 -5.073  0.000
21 H -0.300 0.950 -4.559  0.000
22 H 1.527 -2.163 -3.339  0.000
23 H 0.944 -2.563 -4.995  0.001
24 H 0.195 -3.298 -3.825  0.002
25 H -1.984 -0.446 -5.315  0.000
26 H -2.273 -2.019 -4.928  -0.001
27 H -0.920 -1.641 -5.960  0.000
28 H -0.880 -0.043 0.597  0.000
29 H -2.285 -0.512 -0.231  -0.001
30 H -1.625 1.050 -0.517  0.000
31 Br -3.112 2.009 2.718  0.000
32 C -3.266 -2.314 2.719  0.000
33 O -3.337 -1.648 3.777  0.000
34 O -2.411 -2.067 1.881  0.001
35 O -4.018 -3.285 2.569  0.001
36 C 1.483 1.590 3.779  0.000
37 O 0.669 0.615 3.775  0.000
38 N 1.596 2.453 4.833  0.000
39 C 2.749 3.280 5.005  0.000
40 C 0.688 2.451 6.086  0.000
41 H 2.209 1.809 2.981  0.000
42 H 3.200 3.219 5.996  0.000
43 H 2.478 4.313 4.789  0.000
44 H 3.694 3.075 4.502  0.000
45 H -0.321 2.193 5.764  0.000
46 H 1.027 1.630 6.716  0.000
47 H 0.643 3.454 6.511  0.000

Output
2S+1 = 2
Gap between HOMO and LUMO (alpha / beta) = 2.47 / 2.46 eV
Expectation value of S² = 0.75
Net charge = -2
Calculated total energy = -5210.40289 hartree


Record 2
ORCA calculation (ωB97M-V with the def2-TZVPD basis set) on C13H25ClIrN2O2Si as an isolated structure.

Last column: Löwdin spin population.
CARTESIAN COORDINATES (ANGSTROEM)
1 Ir 0.225 0.249 -0.022  2.216
2 N -1.612 3.013 0.107  0.019
3 C -2.001 2.122 1.036  0.023
4 N -3.031 2.441 1.833  0.010
5 O -1.439 1.007 1.179  0.141
6 H -2.091 3.884 -0.038  0.000
7 H -0.874 2.760 -0.528  0.020
8 H -3.526 3.311 1.763  0.001
9 H -3.314 1.773 2.529  0.000
10 Cl 3.601 -2.702 3.813  0.074
11 C 3.116 -1.399 2.809  0.204
12 C 2.294 -0.388 3.345  0.006
13 C 1.878 0.642 2.559  0.140
14 C 2.254 0.711 1.168  0.085
15 C 1.873 1.788 0.334  0.286
16 C 3.118 -0.329 0.672  0.174
17 C 3.536 -1.356 1.480  -0.009
18 H 2.011 -0.437 4.388  -0.003
19 H 1.250 1.425 2.968  0.005
20 H 2.388 1.918 -0.610  0.020
21 H 1.483 2.692 0.787  0.017
22 H 3.452 -0.275 -0.358  0.011
23 H 4.190 -2.130 1.101  -0.004
24 C -1.152 -2.136 2.471  0.001
25 C -0.646 -2.692 1.167  0.014
26 O 0.522 -1.925 0.765  0.111
27 H -2.048 -2.681 2.773  0.000
28 H -1.413 -1.083 2.377  0.000
29 H -0.401 -2.246 3.254  0.000
30 H -1.399 -2.638 0.377  0.004
31 H -0.332 -3.729 1.282  0.003
32 H 0.994 -2.407 0.075  0.007
33 C 0.115 -1.848 -2.918  0.042
34 Si -0.517 -0.210 -2.285  0.245
35 C 0.100 1.154 -3.399  0.044
36 C -2.383 -0.219 -2.326  0.063
37 H -0.199 -1.966 -3.960  0.007
38 H -0.299 -2.687 -2.353  0.001
39 H 1.204 -1.917 -2.894  0.001
40 H -0.238 0.947 -4.420  0.007
41 H 1.189 1.217 -3.413  0.001
42 H -0.294 2.134 -3.118  0.001
43 H -2.682 -0.378 -3.368  0.010
44 H -2.814 0.728 -1.993  0.000
45 H -2.813 -1.020 -1.723  0.001

Output
2S+1 = 5
Gap between HOMO and LUMO (alpha / beta) = 7.06 / 7.14 eV
Expectation value of S² = 6.04
Net charge = +1
Calculated total energy = -1624.07762 hartree


Record 3
ORCA calculation (ωB97M-V with the def2-TZVPD basis set) on C13H25ClN5O7PTi as an isolated structure at a distorted geometry.

Last column: Löwdin spin population.
CARTESIAN COORDINATES (ANGSTROEM)
1 Ti -0.559 -0.157 0.023  0.978
2 O -1.340 0.742 3.476  0.001
3 Cl -1.871 1.032 2.187  0.001
4 O -3.024 1.827 2.235  0.000
5 O -0.814 1.612 1.313  0.013
6 O -2.148 -0.272 1.457  -0.001
7 O 1.043 0.319 -0.758  0.218
8 C 1.516 1.602 -1.234  0.011
9 C 1.286 1.664 -2.730  0.002
10 C -0.078 1.097 -3.134  0.002
11 C -1.291 1.647 -2.421  0.007
12 C -1.870 2.824 -2.883  -0.001
13 C -3.063 3.276 -2.347  0.007
14 C -3.699 2.495 -1.391  -0.001
15 C -3.066 1.344 -0.972  0.006
16 N -1.858 0.950 -1.409  0.000
17 H 2.076 -0.649 -0.445  0.247
18 H 2.558 1.710 -0.925  0.005
19 H 0.932 2.374 -0.712  0.004
20 H 2.054 1.101 -3.264  0.000
21 H 1.382 2.706 -3.045  0.000
22 H -0.069 0.009 -3.016  0.000
23 H -0.236 1.284 -4.197  0.000
24 H -1.386 3.358 -3.689  0.000
25 H -3.507 4.197 -2.697  0.000
26 H -4.663 2.755 -0.982  0.000
27 H -3.549 0.698 -0.245  0.000
28 N 1.457 1.138 4.391  0.001
29 C 1.459 -0.338 4.174  0.002
30 P 1.746 -0.580 2.366  0.010
31 O 2.380 0.706 1.944  0.020
32 O 0.530 -1.121 1.640  0.024
33 C 2.975 -1.932 2.245  0.010
34 N 3.120 -2.315 0.820  0.246
35 H 2.020 1.539 3.595  0.000
36 H 1.869 1.394 5.290  0.000
37 H 0.501 1.509 4.336  0.000
38 H 0.532 -0.761 4.552  0.000
39 H 2.299 -0.746 4.738  0.000
40 H 2.672 -2.812 2.813  0.004
41 H 3.939 -1.584 2.613  0.001
42 H 4.090 -2.438 0.547  0.003
43 H 2.738 -1.323 0.110  0.147
44 H 2.603 -3.161 0.606  0.004
45 N -2.044 -3.790 -1.665  0.007
46 C -0.885 -3.722 -2.399  0.000
47 C -0.215 -2.639 -1.931  0.005
48 N -0.949 -2.050 -0.916  0.003
49 C -2.047 -2.772 -0.794  0.012
50 H -2.774 -4.479 -1.761  0.000
51 H -0.656 -4.430 -3.171  0.000
52 H 0.730 -2.236 -2.252  0.003
53 H -2.844 -2.600 -0.088  0.000

Output
2S+1 = 3
Gap between HOMO and LUMO (alpha / beta) = 8.63 / 8.18 eV
ΔE to the lowest compared entry with this formula, charge and spin = 218.2 kJ/mol
Expectation value of S² = 2.01
Net charge = +2
Calculated total energy = -2961.19095 hartree


Record 4
ORCA calculation (ωB97M-V with the def2-TZVPD basis set) on C13H25CoN5O3S as an isolated structure.

Last column: Löwdin spin population.
CARTESIAN COORDINATES (ANGSTROEM)
1 Co -0.170 -0.259 0.180  2.721
2 N 0.459 -0.524 2.130  0.046
3 C 0.142 -1.895 2.634  0.007
4 C -1.346 -2.070 2.887  0.000
5 C -2.261 -1.882 1.673  0.011
6 C -1.889 -2.748 0.469  0.006
7 N -1.030 -2.000 -0.509  0.043
8 H 1.472 -0.429 2.103  0.003
9 H 0.136 0.156 2.814  0.003
10 H 0.691 -2.079 3.557  0.002
11 H 0.517 -2.598 1.889  0.001
12 H -1.664 -1.399 3.689  0.000
13 H -1.488 -3.082 3.273  0.000
14 H -2.297 -0.827 1.359  0.004
15 H -3.282 -2.106 1.983  0.001
16 H -2.778 -3.106 -0.046  0.001
17 H -1.339 -3.630 0.797  0.000
18 H -1.570 -1.823 -1.352  0.004
19 H -0.252 -2.583 -0.812  0.003
20 N -0.204 3.890 -2.324  0.000
21 C -1.558 3.425 -1.872  0.002
22 C -1.566 1.961 -1.443  0.005
23 N -1.036 1.682 -0.083  0.039
24 H -0.234 4.855 -2.653  0.000
25 H 0.169 3.280 -3.069  0.000
26 H 0.518 3.796 -1.587  0.000
27 H -2.232 3.555 -2.717  0.000
28 H -1.886 4.084 -1.069  0.000
29 H -1.004 1.367 -2.166  0.002
30 H -2.599 1.618 -1.472  0.000
31 H -1.710 1.982 0.615  0.002
32 H -0.182 2.224 0.073  0.003
33 O 2.160 -1.810 -0.109  0.018
34 C 2.411 -0.791 -0.731  0.006
35 N 1.411 0.129 -0.990  0.052
36 S 1.964 1.471 -1.690  0.010
37 O 1.374 1.684 -2.997  0.001
38 O 1.736 2.602 -0.787  0.000
39 C 3.637 0.956 -1.782  0.004
40 C 4.720 1.618 -2.319  0.001
41 C 5.939 0.946 -2.289  0.001
42 C 6.045 -0.331 -1.745  0.000
43 C 4.938 -0.982 -1.211  0.000
44 C 3.726 -0.320 -1.238  0.001
45 H 4.635 2.608 -2.746  0.000
46 H 6.817 1.425 -2.698  0.000
47 H 7.007 -0.825 -1.742  0.000
48 H 5.013 -1.976 -0.791  0.000

Output
2S+1 = 4
Gap between HOMO and LUMO (alpha / beta) = 9.83 / 9.37 eV
ΔE to the lowest compared entry with this formula, charge and spin = 0.9 kJ/mol
Expectation value of S² = 3.76
Net charge = +2
Calculated total energy = -2790.38391 hartree


What is the 2S+1 in the second record? 5